[1]
A molecular structure, C17H17HgN4O5, computed with wB97M-V/def2-TZVPD.

Geometry (Å):
Hg (9.33355, 13.06930, 7.68964)
C (8.25149, 9.93603, 10.71652)
C (7.73126, 10.07864, 9.30624)
N (7.74872, 11.08390, 8.45834)
C (7.13078, 10.66493, 7.33158)
C (6.83718, 9.35352, 7.41592)
N (7.28353, 9.01787, 8.66920)
C (6.31601, 8.29739, 6.49325)
O (5.83039, 8.79728, 5.35855)
O (6.32371, 7.10502, 6.80707)
C (7.05934, 11.50309, 6.05747)
O (6.01152, 11.32512, 5.44911)
O (8.01205, 12.29522, 5.74065)
H (8.78970, 10.82716, 10.92711)
H (8.94113, 9.06866, 10.85384)
H (7.36708, 9.92735, 11.42297)
H (7.10736, 8.09048, 9.01886)
H (5.71088, 9.76260, 5.44748)
C (6.05305, 15.55240, 10.04079)
N (6.28748, 14.29763, 9.31261)
N (5.92010, 13.19722, 10.04699)
C (5.09167, 12.35117, 9.30787)
O (4.81839, 11.20604, 9.58853)
C (4.86981, 13.07698, 8.05413)
C (5.59565, 14.22074, 8.10205)
C (5.74756, 15.29015, 7.07920)
C (6.32122, 12.88207, 11.38362)
C (7.50697, 13.37015, 11.88070)
C (7.97262, 13.02731, 13.12039)
C (7.21582, 12.25494, 13.98716)
C (5.94970, 11.92886, 13.54201)
C (5.50976, 12.18356, 12.21421)
H (6.71117, 15.56137, 10.92182)
H (5.01853, 15.69630, 10.42891)
H (6.31444, 16.37820, 9.40236)
H (4.25162, 12.69142, 7.25680)
H (5.22829, 15.01398, 6.16337)
H (6.80772, 15.55535, 6.93643)
H (5.18380, 16.20736, 7.36865)
H (8.15550, 14.01012, 11.25633)
H (8.95995, 13.40430, 13.41992)
H (7.53877, 12.03404, 14.96480)
H (5.33396, 11.42856, 14.30423)
H (4.53161, 11.80449, 11.95213)

The spin multiplicity is 2. Its expectation value of S² is 0.7564. For the LUMO energy (alpha / beta), the calculation gives 0.00251 / -0.11799 Eh. The value obtained for the HOMO energy (alpha / beta) is -8.6 / -8.6 eV. Its HOMO-LUMO gap (alpha / beta) is 8.67 / 5.40 eV. As for the charge: 0.

---

[2]
A single C17H17N3O2S2 molecule, computed with wB97M-V/def2-TZVPD.

Geometry (Å):
C (0.81853, 4.47172, -0.38746)
C (1.22629, 3.03803, -0.33224)
N (0.42252, 2.15209, -0.92556)
C (0.74885, 0.87120, -0.89287)
N (-0.11937, -0.03885, -1.48693)
S (-1.00574, -1.07168, -0.48240)
O (-0.22509, -1.32794, 0.69004)
O (-1.38636, -2.18116, -1.30354)
C (-2.47646, -0.14906, -0.00433)
C (-2.59386, 1.20167, -0.27025)
C (-3.73799, 1.87828, 0.12399)
C (-4.74825, 1.19578, 0.77940)
C (-4.60953, -0.15304, 1.05579)
C (-3.46772, -0.85067, 0.67443)
C (-3.30028, -2.29925, 0.98732)
C (1.93345, 0.42954, -0.29304)
C (2.59847, -0.81687, -0.19036)
C (3.76532, -0.72429, 0.49422)
S (4.14306, 0.87206, 1.06099)
C (2.68224, 1.46353, 0.32468)
N (2.33665, 2.73765, 0.31421)
C (4.47777, -2.02507, 0.62017)
C (3.72800, -2.89231, -0.41557)
C (2.35712, -2.21758, -0.64774)
H (1.61727, 5.09015, 0.00859)
H (0.59530, 4.75401, -1.41347)
H (-0.08210, 4.61861, 0.20628)
H (-0.72392, 0.37985, -2.18075)
H (-1.79631, 1.74057, -0.75919)
H (-3.83384, 2.93331, -0.08078)
H (-5.64300, 1.71730, 1.08474)
H (-5.39479, -0.67736, 1.58006)
H (-3.27247, -2.87881, 0.06599)
H (-2.34969, -2.45998, 1.49294)
H (-4.11225, -2.65791, 1.61507)
H (5.54443, -1.94733, 0.40825)
H (4.36415, -2.42185, 1.63268)
H (3.62045, -3.92120, -0.07897)
H (4.29024, -2.89890, -1.35016)
H (1.57350, -2.66770, -0.03659)
H (2.03541, -2.26654, -1.68765)

For the LUMO energy, the calculation gives 0.01919 Eh. The value obtained for the HOMO energy is -8.2 eV. Its HOMO-LUMO gap is 8.73 eV. Its SMILES is Cc1nc(NS(=O)(=O)c2ccccc2C)c2c3c(sc2n1)CCC3. As for the charge: 0.

---

[3]
A single C17H17N5O3S molecule, computed with wB97M-V/def2-TZVPD.

Geometry (Å):
C (3.16794, -1.83455, 3.63326)
N (2.09679, -2.24001, 2.75890)
C (2.20151, -3.30437, 1.95955)
O (3.12948, -4.07543, 1.90026)
N (1.07251, -3.53885, 1.12150)
C (-0.07061, -2.82273, 1.01187)
O (-0.36104, -1.87567, 1.71332)
C (-1.02570, -3.36694, -0.04319)
S (-1.98268, -1.99334, -0.74392)
C (-0.60753, -0.99610, -1.09755)
N (0.63430, -1.40405, -1.06114)
N (1.40809, -0.35307, -1.34531)
C (0.64004, 0.68852, -1.54987)
C (1.11676, 2.00525, -1.87624)
C (0.56049, 3.25346, -1.72594)
C (1.52554, 4.16843, -2.19873)
C (2.59012, 3.41687, -2.59721)
O (2.35312, 2.11573, -2.40476)
N (-0.68108, 0.32618, -1.40925)
C (-1.87964, 1.11241, -1.50792)
C (-2.17692, 1.88860, -0.24471)
C (-1.83039, 1.39167, 1.00445)
C (-2.12285, 2.11820, 2.14587)
C (-2.76633, 3.33973, 2.05180)
C (-3.12214, 3.83509, 0.80872)
C (-2.82716, 3.11344, -0.33381)
H (2.81587, -1.78522, 4.66502)
H (3.96366, -2.57349, 3.55600)
H (3.55390, -0.85670, 3.33932)
H (1.26465, -1.66567, 2.68622)
H (1.24069, -4.29543, 0.47194)
H (-1.75136, -4.03721, 0.41936)
H (-0.49836, -3.87276, -0.85002)
H (-0.39051, 3.49654, -1.29968)
H (1.43613, 5.23459, -2.23306)
H (3.53771, 3.68594, -3.02002)
H (-2.70596, 0.41987, -1.71053)
H (-1.78104, 1.79387, -2.35879)
H (-1.33479, 0.43718, 1.10028)
H (-1.84705, 1.72261, 3.11153)
H (-2.99245, 3.90450, 2.94380)
H (-3.62769, 4.78585, 0.72680)
H (-3.10661, 3.50124, -1.30392)

For the LUMO energy, the calculation gives 0.01833 Eh. The value obtained for the HOMO energy is -8.1 eV. Its HOMO-LUMO gap is 8.61 eV. Its SMILES is CNC(=O)NC(=O)CSc1nnc(-c2ccco2)n1Cc1ccccc1. As for the charge: 0.

---

[4]
A single C17H17NO3 molecule, computed with wB97M-V/def2-TZVPD.

Geometry (Å):
O (-1.20672, -3.28557, -1.91914)
C (-0.74583, -2.21495, -1.58359)
C (-0.83349, -1.68309, -0.16960)
C (-0.93501, -2.84065, 0.83315)
C (-1.19956, -2.31337, 2.21308)
C (-0.14929, -1.94991, 3.04619)
C (-0.39354, -1.43050, 4.30511)
C (-1.69490, -1.26490, 4.74719)
C (-2.74907, -1.62155, 3.92371)
C (-2.50157, -2.14019, 2.66526)
N (-0.08624, -1.45747, -2.51004)
C (0.55472, -0.21616, -2.42910)
C (1.72006, -0.02523, -3.17349)
C (2.39152, 1.17784, -3.12989)
C (1.91317, 2.22582, -2.35357)
C (0.71507, 2.06101, -1.65333)
C (0.04526, 0.84520, -1.69267)
O (0.15168, 3.07667, -0.92650)
C (0.70642, 4.34216, -1.21167)
C (2.23081, 4.25028, -1.26205)
O (2.63145, 3.39374, -2.30797)
H (0.03181, -1.05826, 0.05440)
H (-1.73436, -1.06940, -0.08719)
H (-0.00303, -3.40878, 0.81597)
H (-1.74066, -3.50315, 0.51380)
H (0.86880, -2.08062, 2.70671)
H (0.43346, -1.15559, 4.94383)
H (-1.88675, -0.86150, 5.73060)
H (-3.76693, -1.49683, 4.26395)
H (-3.32699, -2.42076, 2.02630)
H (0.05095, -1.94923, -3.38605)
H (2.10441, -0.83183, -3.77893)
H (3.30113, 1.32912, -3.68799)
H (-0.88715, 0.77274, -1.16067)
H (0.33450, 4.70362, -2.18017)
H (0.37419, 5.01190, -0.41743)
H (2.60072, 3.86702, -0.30094)
H (2.68096, 5.22240, -1.46728)

For the LUMO energy, the calculation gives 0.02631 Eh. The value obtained for the HOMO energy is -8.1 eV. Its HOMO-LUMO gap is 8.85 eV. Its SMILES is O=C(CCc1ccccc1)Nc1ccc2c(c1)OCCO2. As for the charge: 0.

---

[5]
A single C17H17NO5 molecule, computed with wB97M-V/def2-TZVPD.

Geometry (Å):
O (-0.49659, 3.19035, 3.63296)
C (-0.77724, 2.31794, 2.84442)
C (-1.68877, 2.60742, 1.63670)
O (-1.63691, 1.60204, 0.63027)
C (-0.50647, 1.54629, -0.08743)
O (0.42682, 2.28833, 0.04883)
C (-0.54565, 0.41813, -1.07497)
C (-1.62957, -0.35786, -1.28352)
C (-1.61319, -1.44521, -2.26074)
O (-2.56642, -2.17216, -2.46955)
C (-0.32202, -1.56911, -2.95954)
C (-0.12854, -2.54916, -3.93708)
C (1.08054, -2.66414, -4.58338)
C (2.12550, -1.79967, -4.26391)
C (1.96023, -0.82475, -3.30498)
C (0.73388, -0.70387, -2.65016)
O (0.62381, 0.27414, -1.71495)
N (-0.38094, 1.03979, 2.93656)
C (0.65126, 0.59078, 3.84736)
C (1.98988, 0.44670, 3.11591)
C (1.86896, -0.88588, 2.36911)
C (0.87222, -1.73658, 3.18197)
C (0.36252, -0.83385, 4.31710)
H (-2.72890, 2.65149, 1.96406)
H (-1.38951, 3.57687, 1.22711)
H (-2.53794, -0.18216, -0.73137)
H (-0.95769, -3.20332, -4.16013)
H (1.22281, -3.42260, -5.33749)
H (3.07359, -1.89226, -4.77127)
H (2.75443, -0.14405, -3.04314)
H (-0.66295, 0.38153, 2.22720)
H (0.69035, 1.32106, 4.65793)
H (2.17581, 1.28477, 2.44626)
H (2.79383, 0.40396, 3.85016)
H (2.83637, -1.37665, 2.27772)
H (1.49520, -0.71653, 1.35777)
H (1.34897, -2.62915, 3.58385)
H (0.04653, -2.06893, 2.55146)
H (-0.69488, -0.98597, 4.52788)
H (0.92232, -1.02289, 5.23238)

For the LUMO energy, the calculation gives -0.02567 Eh. The value obtained for the HOMO energy is -9.5 eV. Its HOMO-LUMO gap is 8.77 eV. Its SMILES is O=C(COC(=O)c1cc(=O)c2ccccc2o1)NC1CCCC1. As for the charge: 0.

---

no.,largest force on an atom (eV Å⁻¹),DFT total energy (a.u.)
1,2.95,-1406.646061
2,1.25,-1769.156331
3,1.35,-1555.732381
4,0.70,-938.492164
5,0.86,-1088.996456